53
Properties=species:S:1:pos:R:3:mulliken_spin:R:1 method="wB97M-V/def2-TZVPD" spin_multiplicity=3 s_squared=2.042 gap_ev="5.34 / 5.17" total_energy_ev=-162594.9013 lumo_energy_ev="-1.528 / -1.728" fmax_ev_per_a=0.35 homo_ev="-6.87 / -6.90"
V 0.616 -0.663 -0.101 2.039
C 2.904 1.011 3.265 -0.003
O 1.783 0.242 3.814 0.009
C 1.098 -0.167 2.759 0.004
N 1.408 0.305 1.615 -0.092
C 2.530 1.233 1.779 0.009
C 2.150 2.651 1.429 0.003
C 0.858 3.131 1.600 0.002
C 0.558 4.453 1.301 0.004
C 1.550 5.302 0.832 0.000
C 2.841 4.823 0.655 0.000
C 3.139 3.501 0.948 0.001
C 0.024 -1.166 2.849 0.080
C -0.494 -1.769 3.981 -0.004
C -1.499 -2.713 3.809 0.018
C -1.952 -3.032 2.534 -0.003
C -1.370 -2.377 1.464 0.077
N -0.410 -1.471 1.629 -0.002
C -1.635 -2.560 0.031 0.026
N -0.994 -1.851 -0.813 -0.099
C -1.377 -2.268 -2.165 0.011
C -2.298 -3.483 -1.874 -0.003
O -2.489 -3.464 -0.424 0.009
C -2.043 -1.155 -2.937 0.002
C -1.922 -1.131 -4.321 0.001
C -2.559 -0.147 -5.061 0.000
C -3.315 0.825 -4.422 0.000
C -3.431 0.810 -3.040 0.005
C -2.798 -0.178 -2.300 0.004
H 3.795 0.396 3.371 0.001
H 2.996 1.929 3.836 0.000
H 3.337 0.903 1.115 0.002
H 0.075 2.474 1.959 0.001
H -0.453 4.820 1.429 0.000
H 1.315 6.331 0.594 0.000
H 3.614 5.477 0.272 0.000
H 4.136 3.114 0.774 0.000
H -0.113 -1.510 4.959 0.001
H -1.925 -3.206 4.672 0.001
H -2.724 -3.770 2.370 0.001
H -0.469 -2.573 -2.688 0.000
H -1.827 -4.431 -2.124 0.001
H -3.274 -3.405 -2.344 0.000
H -1.302 -1.870 -4.817 0.000
H -2.450 -0.130 -6.138 0.000
H -3.803 1.599 -4.999 0.000
H -4.009 1.574 -2.536 0.000
H -2.885 -0.178 -1.219 0.001
S 3.350 -2.387 -3.320 0.016
As 3.243 -1.337 -1.536 0.018
S 1.573 0.302 -1.819 -0.143
S 2.075 -2.462 0.002 -0.008
S 4.856 -0.353 -0.651 0.011

57
Properties=species:S:1:pos:R:3:nbo_charge:R:1 method="wB97M-V/def2-TZVPD" gap_ev=6.31 total_energy_ev=-62632.0305 lumo_energy_ev=-1.186 fmax_ev_per_a=16.23 smiles="Cc1ccc(-c2csc(NC(=O)COC(=O)c3cccc(S(=O)(=O)N4CCOCC4)c3)n2)cc1" homo_ev=-7.50
C -4.307 -4.235 -0.525 -0.651
C -3.818 -2.829 -0.288 -0.002
C -3.253 -2.220 -1.387 -0.219
C -2.573 -0.867 -1.210 -0.120
C -2.624 -0.065 0.019 -0.084
C -1.972 1.036 0.280 0.126
C -1.685 1.769 -0.832 -0.369
S -0.870 3.268 -0.194 0.301
C -0.981 2.677 1.579 0.320
N -0.476 3.171 2.567 -0.612
C 0.106 2.552 3.894 0.660
O 0.463 3.454 4.825 -0.513
C -0.074 1.105 4.164 -0.178
O 0.403 0.238 3.057 -0.477
C -0.273 -0.784 2.764 0.813
O -0.869 -1.513 3.595 -0.621
C 0.071 -1.566 1.499 -0.160
C -0.206 -2.885 1.282 -0.101
C -0.386 -3.268 -0.227 -0.211
C 0.274 -2.515 -0.988 -0.111
C 0.816 -1.058 -0.660 -0.361
S 1.383 -0.162 -1.984 2.197
O 0.829 -0.747 -3.391 -0.903
O 0.952 1.301 -1.818 -0.910
N 2.983 -0.399 -1.887 -0.725
C 3.802 0.927 -1.418 -0.224
C 3.986 1.543 -2.675 -0.138
O 4.908 0.856 -3.509 -0.537
C 4.008 -0.103 -4.145 -0.085
C 3.741 -1.079 -2.812 -0.253
C 0.541 -0.787 0.448 -0.129
N -1.602 1.243 1.500 -0.552
C -3.107 -0.927 1.082 -0.143
C -3.552 -2.210 0.938 -0.252
H -4.125 -4.847 0.428 0.220
H -3.865 -4.861 -1.399 0.229
H -5.399 -3.997 -0.752 0.231
H -2.991 -2.612 -2.277 0.201
H -2.238 -0.415 -2.018 0.181
H -1.929 1.913 -1.790 0.232
H -0.279 4.056 2.487 0.409
H 0.234 0.820 5.023 0.223
H -1.129 0.784 4.183 0.275
H -0.905 -3.328 1.967 0.239
H -0.519 -4.200 -0.037 0.221
H 0.434 -2.804 -1.911 0.206
H 3.189 1.389 -0.710 0.236
H 4.578 0.508 -0.846 0.226
H 4.605 2.643 -2.403 0.186
H 3.138 2.138 -3.163 0.247
H 4.698 -0.689 -4.979 0.193
H 3.163 0.396 -4.513 0.192
H 3.219 -2.013 -3.351 0.228
H 4.697 -1.463 -2.628 0.226
H 1.101 0.305 0.719 0.212
H -3.276 -0.464 1.923 0.201
H -4.303 -2.669 1.582 0.209

67
Properties=species:S:1:pos:R:3:nbo_charge:R:1 method="wB97M-V/def2-TZVPD" gap_ev=9.82 total_energy_ev=-46734.5444 lumo_energy_ev=0.659 fmax_ev_per_a=0.96 smiles="CC(C)(C)OC(=O)[C@H](Cc1ccccc1)NC(=O)c1nc[nH]c1C(=O)NCC(=O)OCc1ccccc1" homo_ev=-9.16
C -4.351 1.617 2.306 -0.616
C -4.500 2.021 0.839 0.271
C -5.923 1.761 0.349 -0.647
C -4.099 3.480 0.633 -0.644
O -3.565 1.151 0.148 -0.524
C -3.399 1.200 -1.161 0.813
O -3.982 1.908 -1.940 -0.615
C -2.332 0.185 -1.601 -0.139
C -3.002 -0.894 -2.474 -0.435
C -4.091 -1.588 -1.704 0.059
C -5.401 -1.132 -1.777 -0.251
C -6.397 -1.727 -1.023 -0.196
C -6.095 -2.785 -0.182 -0.222
C -4.794 -3.253 -0.110 -0.199
C -3.799 -2.660 -0.868 -0.258
N -1.659 -0.404 -0.479 -0.601
C -0.464 0.007 -0.030 0.673
O 0.214 0.863 -0.593 -0.659
C -0.049 -0.705 1.189 -0.001
N -0.885 -1.631 1.750 -0.467
C -0.265 -2.097 2.798 0.193
N 0.941 -1.520 2.958 -0.481
C 1.111 -0.622 1.944 0.046
C 2.384 0.129 1.900 0.653
O 3.229 -0.060 2.765 -0.651
N 2.491 1.018 0.902 -0.598
C 3.729 1.699 0.654 -0.335
C 4.531 1.015 -0.448 0.787
O 4.279 -0.061 -0.914 -0.583
O 5.553 1.788 -0.822 -0.508
C 6.434 1.239 -1.808 -0.110
C 7.328 0.174 -1.229 0.035
C 7.933 0.378 0.005 -0.238
C 8.749 -0.595 0.552 -0.202
C 8.975 -1.777 -0.133 -0.212
C 8.375 -1.984 -1.363 -0.203
C 7.550 -1.016 -1.908 -0.227
H -4.605 0.567 2.428 0.218
H -5.007 2.218 2.928 0.213
H -3.323 1.761 2.628 0.217
H -6.624 2.340 0.944 0.214
H -6.162 0.704 0.446 0.219
H -6.022 2.050 -0.693 0.236
H -4.737 4.124 1.233 0.215
H -4.204 3.757 -0.412 0.238
H -3.064 3.629 0.933 0.215
H -1.582 0.730 -2.187 0.259
H -3.417 -0.404 -3.356 0.235
H -2.239 -1.608 -2.788 0.226
H -5.641 -0.304 -2.429 0.224
H -7.413 -1.364 -1.093 0.214
H -6.872 -3.246 0.409 0.214
H -4.552 -4.083 0.537 0.214
H -2.790 -3.044 -0.819 0.218
H -2.170 -1.048 0.111 0.442
H -0.661 -2.845 3.455 0.204
H 1.648 -1.676 3.663 0.449
H 1.751 1.051 0.191 0.448
H 3.553 2.741 0.379 0.228
H 4.327 1.661 1.572 0.259
H 7.020 2.092 -2.161 0.204
H 5.841 0.829 -2.632 0.204
H 7.752 1.301 0.537 0.216
H 9.211 -0.429 1.515 0.213
H 9.612 -2.536 0.294 0.213
H 8.543 -2.908 -1.898 0.213
H 7.073 -1.185 -2.861 0.212

75
Properties=species:S:1:pos:R:3:mulliken_charge:R:1 method="wB97M-V/def2-TZVPD" gap_ev=10.38 total_energy_ev=-37847.4638 lumo_energy_ev=0.648 fmax_ev_per_a=2.61 smiles=CCO.CCO.CCO.CO.CO.CO.CO.CO.CO.CO.CO homo_ev=-9.73
C -0.591 -5.868 -0.998 -1.083
C -1.370 -4.626 -0.628 -0.187
O -0.602 -3.478 -1.045 -0.338
H -0.874 -6.376 -1.948 0.295
H -0.696 -6.688 -0.260 0.342
H 0.483 -5.601 -1.025 0.242
H -1.646 -4.485 0.417 0.289
H -2.284 -4.633 -1.236 0.294
H -0.120 -3.138 -0.278 0.232
C -2.251 3.767 2.726 -1.075
C -1.072 4.103 1.903 0.218
O 0.167 3.974 2.614 -0.686
H -2.441 4.398 3.597 0.318
H -2.074 2.760 3.152 0.209
H -3.236 3.738 2.232 0.332
H -1.174 5.168 1.672 0.354
H -0.986 3.516 0.941 -0.132
H 0.265 3.074 2.866 0.415
C 3.182 3.609 -1.547 -1.067
C 2.099 4.224 -0.707 -0.117
O 2.205 3.569 0.604 -0.566
H 3.403 4.244 -2.430 0.373
H 2.851 2.595 -1.883 0.162
H 4.091 3.535 -0.969 0.326
H 1.119 4.153 -1.221 0.208
H 2.400 5.275 -0.482 0.398
H 1.693 4.019 1.309 0.255
C -2.695 -1.195 1.236 -0.422
O -1.420 -0.825 1.897 -0.647
H -2.528 -0.942 0.204 0.053
H -2.682 -2.291 1.376 0.202
H -3.554 -0.678 1.643 0.325
H -1.306 0.069 2.377 0.293
C 3.395 -2.323 -0.685 -0.214
O 4.156 -1.391 0.048 -0.561
H 3.051 -1.864 -1.631 0.176
H 4.059 -3.169 -0.900 0.338
H 2.499 -2.651 -0.186 -0.104
H 3.554 -0.702 0.322 0.273
C 0.408 0.647 4.530 -0.821
O -0.114 1.081 3.252 -0.410
H -0.224 -0.081 5.037 0.309
H 1.401 0.137 4.517 0.311
H 0.405 1.515 5.183 0.324
H 0.582 1.022 2.568 0.236
C -0.717 1.002 -4.180 -0.475
O -1.651 0.359 -3.348 -0.450
H 0.031 1.544 -3.617 0.093
H -0.201 0.285 -4.846 0.201
H -1.238 1.722 -4.857 0.251
H -1.551 -0.618 -3.441 0.467
C 1.151 0.599 -0.501 -0.462
O 1.923 0.726 0.668 -0.426
H 0.732 1.563 -0.839 0.107
H 1.683 0.101 -1.314 0.216
H 0.242 0.064 -0.202 0.217
H 2.195 1.708 0.783 0.378
C 0.314 -2.802 -4.102 -0.644
O -0.873 -2.355 -3.481 -0.534
H 1.210 -2.407 -3.643 0.154
H 0.236 -3.902 -4.104 0.275
H 0.263 -2.391 -5.105 0.323
H -0.907 -2.632 -2.584 0.503
C 1.601 -2.534 2.223 -0.841
O 0.458 -2.660 1.360 -0.329
H 1.237 -2.521 3.279 0.294
H 2.211 -3.436 2.024 0.382
H 2.288 -1.709 2.079 0.272
H -0.236 -2.037 1.641 0.317
C -3.317 2.050 -0.482 0.377
O -4.384 1.603 0.441 -0.534
H -2.942 1.133 -0.966 0.032
H -3.659 2.781 -1.232 0.330
H -2.589 2.503 0.182 -0.442
H -5.036 1.076 -0.002 0.279